Formula: C60H93CrN7O24S4
Source: the Open Molecules 2025 dataset
Level of theory: ωB97M-V/def2-TZVPD

```
189
Properties=species:S:1:pos:R:3:lowdin_charge:R:1
Cr 2.60502 -1.82010 -1.96114 0.45
C 1.11153 2.27752 0.74950 0.01
C 1.17192 0.83143 1.46947 -0.36
C 0.29780 1.00257 2.74220 -0.16
C -1.17987 0.99416 2.54212 -0.17
C -1.52454 -0.32975 1.79933 -0.10
C -0.82651 -0.48634 0.42490 -0.42
N 0.64159 -0.26718 0.60537 0.01
O 1.45297 -0.76214 -0.43438 -0.09
C -1.35019 0.58064 -0.55675 0.00
C -1.32479 -1.84196 -0.08153 -0.02
C 2.65018 0.59051 1.99363 0.01
H 1.89114 2.88021 1.21543 0.07
H 0.20193 2.87595 0.69842 0.05
H 1.38602 2.19019 -0.30175 0.06
H 0.57184 1.93685 3.23222 0.11
H 0.53272 0.13659 3.36106 0.11
H -1.61461 1.88301 2.08489 0.10
H -1.65504 1.09849 3.51753 0.10
H -2.59821 -0.29690 1.61425 0.12
H -1.35929 -1.19566 2.44041 0.10
H -2.12093 0.21101 -1.23309 0.08
H -0.60127 0.82885 -1.30881 0.07
H -1.57513 1.54202 -0.09496 0.07
H -2.37764 -2.08161 0.06743 0.07
H -0.76331 -2.61965 0.43621 0.08
H -1.00013 -2.04512 -1.10203 0.07
H 2.62165 0.29254 3.04173 0.06
H 3.26375 1.48955 2.05158 0.07
H 3.24040 -0.06572 1.35403 0.07
C 2.24576 1.51486 -5.72208 0.01
C 1.14531 1.44514 -4.59611 -0.40
C -0.07064 2.34815 -5.05676 -0.14
C -0.93554 1.62527 -6.09632 -0.15
C -1.47482 0.26798 -5.49954 -0.13
C -0.33070 -0.68436 -5.16410 -0.47
N 0.69604 0.02467 -4.31371 0.02
O 1.62044 -0.77216 -3.61483 -0.11
C 0.23315 -1.28504 -6.44535 -0.01
C -1.03585 -1.85190 -4.39231 -0.02
C 1.63183 2.13653 -3.27992 -0.02
H 2.41618 2.55330 -6.00614 0.09
H 2.04079 0.96046 -6.63791 0.07
H 3.10745 1.13662 -5.17207 0.08
H 0.29492 3.24421 -5.55830 0.12
H -0.76717 2.56028 -4.24562 0.09
H -0.35580 1.57679 -7.01807 0.11
H -1.84647 2.17962 -6.32220 0.10
H -2.16038 -0.13698 -6.24393 0.12
H -2.05087 0.31236 -4.57527 0.10
H 1.06177 -1.96058 -6.23292 0.10
H 0.46454 -0.41027 -7.05308 0.07
H -0.51613 -1.90352 -6.93946 0.10
H -0.29772 -2.65018 -4.31485 0.08
H -1.92176 -2.24167 -4.89368 0.07
H -1.47348 -1.61114 -3.42350 0.07
H 1.86900 3.18660 -3.45080 0.08
H 2.45468 1.73276 -2.69003 0.05
H 0.73529 2.06574 -2.66403 0.06
C 4.02160 1.98035 4.87418 -0.08
C 4.44649 0.89666 5.64591 -0.09
C 3.54293 0.20764 6.43451 0.01
C 2.13239 0.59905 6.44224 -0.08
C 1.79627 1.79512 5.70719 -0.01
C 2.71299 2.42938 4.86030 -0.09
N 1.10128 -0.01314 7.33180 -0.32
O 1.33537 -1.11395 7.84368 0.08
O 0.03511 0.62651 7.39999 0.04
H 4.72785 2.43153 4.19297 0.11
H 5.48148 0.59280 5.69927 0.11
H 3.81335 -0.69253 6.96646 0.11
H 0.76679 2.11161 5.78716 0.09
H 2.53056 3.25011 4.18242 0.11
C -1.71734 -1.51746 5.36900 -0.07
C -2.90018 -1.84167 4.75626 -0.07
C -3.09584 -2.91457 3.87525 0.01
C -2.02247 -3.73038 3.56763 -0.14
C -0.76720 -3.42195 4.15988 0.02
C -0.66287 -2.37155 5.09929 -0.05
N -2.08721 -4.70565 2.47648 -0.36
O -1.13882 -5.33023 2.22356 0.10
O -3.15802 -4.92756 1.89758 0.05
H -1.63269 -0.62322 5.96863 0.10
H -3.70609 -1.14474 4.93291 0.12
H -4.01239 -2.99492 3.30968 0.12
H 0.04645 -4.05704 3.84202 0.09
H 0.31454 -2.03212 5.40889 0.09
C -4.68675 1.74627 -4.38108 -0.06
C -5.90887 1.24105 -3.88537 -0.04
C -6.04518 1.03164 -2.48357 0.00
C -5.08015 1.63610 -1.61028 -0.11
C -3.98107 2.37633 -2.12336 0.00
C -3.82160 2.39360 -3.50952 -0.08
N -5.19008 1.45083 -0.11954 -0.32
O -4.42330 2.12187 0.59345 0.04
O -6.11541 0.77684 0.31443 0.07
H -4.39457 1.60739 -5.41150 0.11
H -6.66765 0.73217 -4.46131 0.11
H -6.85720 0.46643 -2.05050 0.11
H -3.29239 2.93950 -1.51100 0.09
H -2.94576 2.82006 -3.97582 0.09
C -4.28378 -3.73595 -1.21444 -0.05
C -4.30220 -4.78420 -2.18780 -0.06
C -4.36239 -4.46969 -3.52862 -0.02
C -4.36101 -3.13947 -3.95292 -0.14
C -4.40468 -2.08154 -3.00807 0.01
C -4.35413 -2.40803 -1.64952 -0.07
N -4.37767 -2.81570 -5.38895 -0.34
O -4.66189 -1.63971 -5.69625 0.05
O -4.10441 -3.73856 -6.14348 0.09
H -4.29398 -3.99405 -0.16578 0.09
H -4.15973 -5.84501 -2.04362 0.11
H -4.29973 -5.31385 -4.19935 0.12
H -4.44733 -1.05001 -3.32515 0.09
H -4.43051 -1.66437 -0.87007 0.10
C -3.09501 5.10707 0.02519 -0.06
C -3.67080 5.61572 -1.15641 -0.07
C -2.88739 5.83497 -2.26025 0.00
C -1.50333 5.47773 -2.20488 -0.12
C -0.94225 5.01195 -1.00484 0.00
C -1.73026 4.86885 0.11281 -0.08
N -0.76223 5.64423 -3.43854 -0.35
O 0.37295 5.23847 -3.48713 0.06
O -1.26028 6.26506 -4.38438 0.07
H -3.73562 4.93774 0.87803 0.11
H -4.68136 5.96921 -1.29858 0.12
H -3.44872 6.18262 -3.11492 0.12
H 0.07698 4.65495 -1.01571 0.11
H -1.43427 4.58135 1.11087 0.10
O -5.50916 5.45237 4.93891 -0.30
S -4.50648 4.65279 5.66958 0.72
O -4.60738 3.19627 5.78288 -0.30
O -2.98177 5.04818 4.96677 -0.27
C -1.90070 4.19795 5.34766 -0.33
C -0.63390 4.91896 5.23904 -0.07
C -4.17854 5.40910 7.29661 -0.10
H -1.92810 3.43084 4.57378 0.11
H -2.14259 3.68943 6.28093 0.11
H -0.35227 5.79469 5.82377 0.09
H -0.52408 5.21162 4.19483 0.08
H 0.19274 4.25324 5.48716 0.06
H -3.89677 6.45432 7.16923 0.08
H -3.35575 4.83321 7.72024 0.06
H -5.06780 5.38062 7.92630 0.08
O 3.21999 -3.12195 -0.21682 -0.35
S 3.76714 -3.59115 1.06667 0.71
O 4.47918 -4.84701 1.06119 -0.27
O 4.75575 -2.31050 1.60152 -0.27
C 5.73403 -2.62091 2.65393 -0.22
C 5.97507 -1.35900 3.57960 -0.05
C 2.49756 -3.65013 2.38430 -0.08
H 6.69989 -2.88396 2.22261 0.11
H 5.46663 -3.49412 3.24900 0.11
H 6.77710 -1.40500 4.31630 0.08
H 5.00962 -1.14808 4.03949 0.04
H 6.16678 -0.47646 2.96931 0.07
H 1.72820 -4.33267 2.02329 0.05
H 2.19848 -2.63672 2.65198 0.07
H 3.03398 -4.18158 3.17036 0.07
O 4.05824 -0.36874 -1.57784 -0.35
S 5.33786 0.40480 -1.51222 0.72
O 6.12839 0.42716 -0.34937 -0.25
O 6.29907 0.00583 -2.79857 -0.23
C 7.45888 0.69867 -2.92960 -0.36
C 8.52967 -0.10274 -3.68324 -0.05
C 5.04035 2.17632 -2.06819 -0.07
H 7.95568 0.97652 -2.00004 0.12
H 7.25770 1.59936 -3.50960 0.12
H 8.70666 -1.09614 -3.27102 0.08
H 9.40485 0.54133 -3.59762 0.08
H 8.25508 -0.31991 -4.71549 0.08
H 4.72845 2.08976 -3.10902 0.06
H 5.93715 2.79502 -2.10052 0.07
H 4.22677 2.52391 -1.43150 0.06
O 1.18122 -3.44219 -1.85009 -0.37
S 0.88750 -4.91702 -1.74450 0.77
O 1.42715 -5.81888 -2.75426 -0.28
O 1.30783 -5.56570 -0.20570 -0.28
C 1.19682 -6.98306 -0.03787 -0.28
C 2.30885 -7.50755 0.85412 -0.06
C -0.92017 -5.18244 -1.78067 -0.08
H 1.25202 -7.53676 -0.97513 0.11
H 0.17980 -7.22044 0.27430 0.11
H 3.28947 -7.10825 0.59520 0.07
H 2.31655 -8.59746 0.86504 0.08
H 2.25524 -7.35702 1.93235 0.07
H -1.07063 -6.26190 -1.79574 0.08
H -1.12357 -4.72896 -2.75077 0.07
H -1.42785 -4.71927 -0.93460 0.06
```

Values from the calculation:
* total charge: +1
* HOMO (alpha / beta): -7.10 / -11.78 eV
* largest force on an atom: 5.8 eV Å⁻¹
* molecular weight: 1476.69 g mol⁻¹
* ⟨S²⟩: 15.763
* 2S+1: 8
* E_tot: -7167.294584 Ha
* Kohn-Sham gap (alpha / beta): 4.092 / 8.780 eV